Molecular formula: C33H33N5S2Ti
Method: DFT, ωB97M-V/def2-TZVPD

The value obtained for the HOMO energy (spin up / spin down) is -0.149 / -0.722 eV. For the LUMO energy (spin up / spin down), the calculation gives 4.0 / 4.0 eV. Its HOMO-LUMO gap (spin up / spin down) is 4.108 / 4.673 eV. The value obtained for the energy relative to the best compared isomer or geometry (same formula, charge and spin) is 12.7 kcal per mole. For the molar mass, the calculation gives 611.7 g/mol. The value obtained for the strongest force on any atom is 0.0260 hartree/bohr.

Geometry as ORCA input:
```
! wB97M-V def2-TZVPD RIJCOSX def2/J DEFGRID3
* xyz -2 3
Ti -1.393 -0.727 -0.453
N 1.275 5.020 7.787
C 0.960 4.350 6.905
C 0.555 3.518 5.799
C 1.349 3.418 4.648
C 0.972 2.606 3.601
C -0.233 1.859 3.628
C -1.017 1.976 4.801
C -0.629 2.774 5.856
C -0.601 1.004 2.520
C 0.447 0.220 1.912
C 1.722 -0.038 2.441
C 2.354 -0.956 1.580
C 1.446 -1.211 0.567
N 0.296 -0.492 0.732
C -1.974 0.951 2.095
C -3.037 1.764 2.536
C -4.180 1.375 1.817
C -3.777 0.367 0.953
N -2.446 0.107 1.091
H 2.258 4.002 4.582
H 1.582 2.556 2.708
H -1.923 1.392 4.877
H -1.239 2.822 6.751
H 2.115 0.354 3.369
H 3.334 -1.401 1.698
H 1.537 -1.926 -0.236
H -2.969 2.562 3.260
H -5.179 1.781 1.904
H -4.364 -0.173 0.230
C -3.081 -5.344 -0.138
C -2.841 -3.888 -0.486
S -1.417 -3.158 0.266
C -3.634 -3.244 -1.353
C -4.805 -3.953 -2.018
S -3.360 -1.576 -1.862
H -2.668 -5.568 0.846
H -2.588 -6.015 -0.856
H -4.144 -5.602 -0.130
H -5.434 -4.482 -1.292
H -4.466 -4.697 -2.754
H -5.432 -3.230 -2.544
N -0.172 -1.150 -1.963
C 0.683 -1.355 -2.709
N 1.881 -1.319 -3.276
C 2.162 -2.011 -4.535
C 3.683 -2.175 -4.681
C 4.324 -2.305 -3.298
C 4.193 -0.973 -2.540
C 2.845 -0.302 -2.841
H 1.744 -1.463 -5.382
H 1.676 -2.983 -4.497
H 4.107 -1.305 -5.191
H 3.891 -3.044 -5.308
H 5.370 -2.602 -3.373
H 3.804 -3.092 -2.745
H 4.996 -0.294 -2.844
H 4.292 -1.133 -1.463
H 2.942 0.451 -3.628
H 2.443 0.196 -1.964
C -1.670 1.188 -1.610
C -0.579 2.126 -1.300
C 0.624 2.131 -2.036
C 1.702 2.938 -1.690
C 1.627 3.794 -0.596
C 0.437 3.827 0.130
C -0.639 3.019 -0.215
H -1.671 0.887 -2.653
H -2.653 1.540 -1.311
H 0.697 1.468 -2.895
H 2.614 2.896 -2.280
H 2.469 4.417 -0.315
H 0.350 4.482 0.992
H -1.546 3.044 0.380
*
```

Mulliken population analysis, charges in e, atoms 1 to 4: -0.2239 -0.6739 0.0827 0.5066